Below is C42H41FeN10PTe as an isolated structure, with properties calculated with ωB97M-V/def2-TZVPD.

The geometry in XYZ format:
```
96
Properties=species:S:1:pos:R:3:forces:R:3:lowdin_charge:R:1
Fe -1.0618 -1.0187 0.1478 -0.5 -0.1 0.1 0.596
C -5.7241 -0.4343 -3.0429 0.1 0.0 0.1 -0.004
N -4.6276 -0.0246 -2.1628 -0.1 0.1 -0.1 -0.114
C -4.3868 1.2561 -1.7547 0.0 0.0 0.0 -0.026
C -3.2869 1.2049 -0.9530 0.1 -0.2 0.1 -0.095
N -2.8465 -0.0945 -0.8593 -0.3 0.4 0.0 0.016
C -3.6800 -0.8095 -1.6042 0.1 0.0 0.1 -0.456
P -3.5778 -2.5977 -1.8613 -0.1 -0.2 -0.2 1.187
C -3.3096 -3.1118 -0.1436 0.0 0.1 0.1 -0.448
N -2.3521 -2.6622 0.6625 0.0 -0.3 0.3 -0.004
C -2.4557 -3.3885 1.8217 0.1 0.0 -0.1 -0.088
C -3.4917 -4.2652 1.7128 0.0 0.0 -0.1 -0.016
N -4.0270 -4.0775 0.4689 0.0 -0.1 0.0 -0.112
C -5.1570 -4.8286 -0.0816 0.1 0.1 0.1 -0.004
C -1.8332 -2.6752 -2.3572 0.1 0.1 0.0 -0.443
N -0.8297 -2.0877 -1.7135 0.4 -0.1 -0.3 -0.012
C 0.3106 -2.4319 -2.3911 -0.1 0.0 0.0 -0.116
C -0.0126 -3.2277 -3.4485 -0.1 0.0 0.0 -0.017
N -1.3715 -3.3768 -3.4147 0.0 -0.1 -0.1 -0.110
C -2.1560 -4.1674 -4.3653 0.1 0.1 0.1 -0.002
H -6.2417 0.4633 -3.3669 0.0 0.0 0.0 0.099
H -5.3353 -0.9531 -3.9153 0.0 0.0 0.0 0.090
H -6.4217 -1.0749 -2.5089 0.0 0.0 0.0 0.096
H -5.0085 2.0781 -2.0647 0.0 0.0 0.0 0.134
H -2.8068 2.0246 -0.4508 0.1 0.0 0.0 0.099
H -1.7760 -3.2670 2.6454 0.0 0.1 0.0 0.104
H -3.8832 -4.9980 2.3965 0.0 0.0 0.0 0.136
H -5.5287 -5.4876 0.6969 0.0 0.0 0.0 0.100
H -5.9521 -4.1504 -0.3808 0.0 0.0 0.0 0.092
H -4.8384 -5.4261 -0.9323 0.0 0.0 0.0 0.093
H 1.2842 -2.1086 -2.0721 0.0 0.0 0.0 0.050
H 0.5925 -3.7016 -4.2017 0.0 0.0 0.0 0.135
H -1.4651 -4.6695 -5.0353 0.0 0.0 0.0 0.099
H -2.7434 -4.9154 -3.8389 0.0 0.0 0.0 0.090
H -2.8102 -3.5208 -4.9452 0.0 0.0 0.0 0.096
Te 1.7642 -1.4635 0.8931 -0.1 -0.1 0.2 1.491
C 2.7768 0.3672 1.0735 0.0 0.1 0.0 -0.511
C 3.4432 0.9580 0.0048 0.0 0.0 0.1 -0.139
C 4.1112 2.1598 0.1924 0.0 0.0 0.0 -0.071
C 4.0842 2.7904 1.4294 0.0 0.0 0.0 -0.062
C 3.4084 2.2083 2.4902 0.0 -0.1 0.0 -0.064
C 2.7672 0.9860 2.3195 0.0 0.1 0.0 -0.145
C 3.2721 -2.6151 0.0101 0.1 -0.1 -0.1 -0.523
C 3.8243 -3.6265 0.7898 0.1 -0.1 -0.1 -0.140
C 4.8553 -4.4049 0.2774 0.0 0.0 0.1 -0.062
C 5.3396 -4.1672 -0.9987 0.0 0.0 0.0 -0.060
C 4.7909 -3.1546 -1.7743 0.0 0.0 0.0 -0.066
C 3.7522 -2.3819 -1.2763 0.0 0.0 0.0 -0.158
H 3.4554 0.4902 -0.9705 0.0 0.0 0.0 0.090
H 4.6512 2.6073 -0.6328 0.0 0.0 0.0 0.113
H 4.6000 3.7312 1.5691 0.0 0.0 0.0 0.116
H 3.3954 2.6904 3.4586 0.0 0.0 0.0 0.115
H 2.2727 0.5205 3.1639 0.0 0.0 0.0 0.085
H 3.4644 -3.8064 1.7941 0.0 0.0 0.0 0.091
H 5.2859 -5.1898 0.8846 0.0 0.0 0.0 0.115
H 6.1489 -4.7683 -1.3908 0.0 0.0 0.0 0.115
H 5.1727 -2.9651 -2.7689 0.0 0.0 0.0 0.113
H 3.3396 -1.5952 -1.8954 0.0 0.0 0.0 0.082
N 2.0215 5.1928 -1.8905 0.1 0.2 0.1 0.174
C 2.4520 6.4972 -1.7200 0.1 -0.2 -0.3 -0.185
C 3.1991 7.3489 -2.5348 0.0 0.0 0.1 -0.014
C 3.4431 8.6069 -2.0329 0.0 0.1 0.1 -0.070
C 2.9637 9.0110 -0.7676 0.1 0.0 -0.1 -0.071
C 2.2280 8.1636 0.0251 0.0 0.0 0.0 -0.005
C 1.9696 6.8801 -0.4683 -0.2 0.0 0.3 -0.217
N 1.2612 5.8375 0.1120 0.2 0.2 -0.1 0.195
C 1.3215 4.8703 -0.7575 -0.1 -0.3 0.0 -0.298
C 0.7098 3.5596 -0.5296 0.1 0.3 0.0 -0.106
C 0.8418 2.4943 -1.4090 0.0 -0.2 0.0 0.013
C 0.2949 1.2720 -1.0736 0.1 0.1 -0.1 -0.151
N -0.3890 1.0482 0.0519 0.1 0.3 0.0 -0.055
C -0.5604 2.1014 0.8738 0.1 -0.1 -0.1 -0.130
C -0.0309 3.3464 0.6330 0.0 0.0 0.0 0.030
H 2.1944 4.6125 -2.6903 0.0 0.0 0.0 0.151
H 3.5684 7.0464 -3.5053 0.0 0.0 0.0 0.112
H 4.0179 9.3076 -2.6233 0.0 0.0 0.0 0.110
H 3.1845 10.0116 -0.4223 0.0 0.0 0.0 0.109
H 1.8576 8.4669 0.9946 0.0 0.0 0.0 0.117
H 1.3959 2.5752 -2.3336 0.0 0.0 0.0 0.120
H 0.4261 0.4205 -1.7348 0.0 0.0 0.0 0.101
H -1.1547 1.9543 1.7651 0.0 -0.1 0.0 0.111
H -0.1701 4.1581 1.3333 0.0 0.0 0.0 0.127
N -1.2958 -0.5253 2.5404 0.2 0.1 0.1 0.050
C -1.2781 -1.1854 3.8311 -0.2 0.1 -0.2 -0.332
C -0.0913 -1.6545 4.3695 0.0 -0.1 0.1 -0.056
C -0.1090 -2.3023 5.5989 0.0 0.0 0.0 -0.062
C -1.2992 -2.4848 6.2867 0.0 0.0 0.0 -0.071
C -2.4817 -2.0015 5.7432 0.0 0.0 0.0 -0.065
C -2.4726 -1.3513 4.5182 0.0 0.0 0.1 -0.053
H -2.1711 -0.0145 2.4721 0.0 0.1 0.0 0.092
H -0.5535 0.1659 2.5372 0.0 0.1 0.0 0.050
H 0.8426 -1.5285 3.8378 0.0 0.0 0.0 0.052
H 0.8193 -2.6651 6.0201 0.0 0.0 0.0 0.113
H -1.3052 -2.9875 7.2436 0.0 0.0 0.0 0.112
H -3.4154 -2.1216 6.2764 0.0 0.0 0.0 0.113
H -3.3995 -0.9721 4.1009 0.0 0.0 0.0 0.117
```
Positions in Å, forces in eV/Å.

Output
ΔE to the lowest compared entry with this formula, charge and spin	0.00	kJ/mol
spin multiplicity	5
highest occupied orbital energy (alpha / beta)	-12.18 / -12.17	eV
total charge	+2

***

Below is C42H41N5P2RuSSe2 as an isolated structure at a distorted geometry, with properties calculated with ωB97M-V/def2-TZVPD.

The geometry in XYZ format:
```
94
Properties=species:S:1:pos:R:3:forces:R:3:lowdin_charge:R:1
Ru -0.9651 0.4734 1.0024 0.0 -0.6 0.5 0.624
Se 1.1967 6.3753 -1.1322 -0.1 0.1 -0.1 0.359
P 2.6353 5.2295 -0.0972 0.1 0.2 0.1 0.574
C 3.1877 6.1911 1.3429 -0.2 -0.2 0.0 -0.349
C 2.9967 5.7912 2.6548 0.0 -0.2 -0.1 -0.083
C 3.3736 6.6360 3.6841 0.0 0.1 0.2 -0.083
C 3.9223 7.8751 3.4084 0.0 0.0 0.1 -0.097
C 4.1076 8.2761 2.0945 0.0 0.1 -0.1 -0.086
C 3.7389 7.4366 1.0627 0.1 0.0 0.0 -0.109
C 4.2186 5.1117 -1.0090 -0.2 -0.1 0.1 -0.346
C 4.3688 5.6787 -2.2651 -0.1 -0.1 0.0 -0.117
C 5.6191 5.7220 -2.8569 0.2 0.0 -0.1 -0.088
C 6.7205 5.2097 -2.1918 0.1 0.0 0.0 -0.095
C 6.5663 4.6273 -0.9420 0.1 -0.1 0.1 -0.084
C 5.3184 4.5740 -0.3498 -0.1 -0.1 0.0 -0.077
C 2.1349 3.6260 0.4913 -0.6 0.0 -0.4 -0.400
C 1.0391 2.8653 0.0790 0.9 0.6 0.3 -0.493
N 0.9937 1.7998 0.8939 -0.6 -0.1 -0.5 -0.048
N 1.9941 1.9097 1.7640 0.0 -0.8 0.7 -0.049
N 2.6876 2.9757 1.5490 0.5 0.4 -0.2 -0.005
P -1.4792 2.8177 -0.4582 -0.2 0.8 0.5 1.023
Se -2.4725 -0.5937 -0.4629 0.0 0.0 0.1 -0.031
C -1.4130 3.4299 1.2739 -0.2 -0.3 0.0 -0.410
C -0.6375 4.5023 1.7003 0.0 0.1 0.0 -0.095
C -0.5841 4.8264 3.0431 0.1 0.1 -0.1 -0.063
C -1.3388 4.1151 3.9629 -0.2 -0.1 0.1 -0.075
C -2.1856 3.1070 3.5348 0.0 0.0 0.2 -0.098
C -2.2166 2.7496 2.1942 -0.3 0.2 -0.5 -0.206
C -2.3620 4.2961 -1.1320 -0.3 -0.2 -0.1 -0.304
C -2.3367 4.5960 -2.4887 0.1 0.0 0.0 -0.107
C -3.0291 5.6815 -2.9922 -0.1 0.0 -0.2 -0.089
C -3.8221 6.4523 -2.1614 0.0 0.1 0.0 -0.100
C -3.9165 6.1204 -0.8222 -0.1 0.1 0.0 -0.087
C -3.2014 5.0523 -0.3145 0.1 0.0 0.1 -0.083
H 2.5877 4.8145 2.8642 0.0 0.0 0.0 0.082
H 3.2303 6.3267 4.7083 0.0 -0.1 0.1 0.101
H 4.2134 8.5311 4.2159 0.0 0.1 0.1 0.096
H 4.5332 9.2445 1.8742 0.0 0.1 0.0 0.098
H 3.8627 7.7331 0.0283 0.0 0.1 0.0 0.097
H 3.5065 6.1001 -2.7641 -0.1 0.0 0.0 0.057
H 5.7344 6.1699 -3.8342 0.0 0.0 -0.1 0.099
H 7.7040 5.2742 -2.6393 0.0 0.0 0.0 0.097
H 7.4232 4.2212 -0.4234 0.1 0.0 0.0 0.100
H 5.1809 4.1284 0.6261 0.1 -0.1 0.1 0.107
H -0.0871 5.0837 0.9738 0.0 0.0 0.0 0.037
H 0.0501 5.6375 3.3704 0.1 0.1 0.0 0.097
H -1.2859 4.3649 5.0129 0.0 0.0 0.1 0.102
H -2.8137 2.5812 4.2399 0.0 -0.1 0.0 0.103
H -2.9280 1.9928 1.8386 0.3 0.2 0.2 0.058
H -1.7631 3.9834 -3.1641 0.0 0.0 -0.1 0.076
H -2.9613 5.9153 -4.0457 0.0 0.0 -0.1 0.100
H -4.3687 7.2964 -2.5565 0.0 0.1 0.0 0.095
H -4.5533 6.6974 -0.1659 0.0 0.0 0.1 0.100
H -3.2991 4.8195 0.7349 0.0 0.0 0.1 0.098
S -2.0838 -0.3535 3.2206 -0.3 -0.1 -0.9 0.526
C -1.0152 0.0552 4.5288 0.0 0.0 -0.1 -0.708
C -1.3243 -0.3234 5.8352 0.0 0.1 -0.1 -0.146
C -0.4573 -0.0158 6.8649 0.0 0.0 0.2 -0.122
C 0.7157 0.6798 6.6117 0.1 0.0 0.2 -0.125
C 1.0259 1.0519 5.3123 0.1 0.1 0.1 -0.097
C 0.1703 0.7388 4.2790 0.0 0.0 -0.1 -0.150
H -2.2421 -0.8612 6.0238 -0.1 -0.1 0.0 0.087
H -0.6974 -0.3259 7.8748 0.0 0.0 0.0 0.090
H 1.3856 0.9234 7.4248 0.1 0.0 0.0 0.085
H 1.9404 1.5799 5.0911 0.2 0.1 0.0 0.097
H 0.4192 1.0077 3.2563 0.1 0.0 0.3 0.038
C -0.3654 1.4215 -2.7273 0.2 -0.1 0.2 -0.110
C 0.6517 2.4533 -2.2559 0.2 -0.1 -0.7 -0.577
C 0.8965 3.5542 -3.2947 0.0 -0.1 0.0 -0.066
C 1.9900 1.7197 -2.0628 -0.1 0.0 0.1 -0.036
N 0.1617 3.0847 -0.9868 0.2 -0.5 0.5 -0.152
H -0.0765 0.9787 -3.6778 0.1 0.1 -0.2 0.088
H -1.3585 1.8619 -2.8255 -0.1 -0.2 -0.1 0.049
H -0.4166 0.6205 -1.9818 -0.2 0.1 -0.2 -0.008
H 0.9508 3.1260 -4.2951 0.0 -0.1 -0.1 0.083
H 1.8422 4.0509 -3.0798 0.0 0.1 0.0 0.045
H 0.1263 4.3160 -3.2683 0.0 0.1 0.0 0.032
H 2.3066 1.2859 -3.0087 -0.1 0.0 -0.2 0.091
H 1.8968 0.9146 -1.3368 0.0 0.0 0.0 0.055
H 2.7793 2.3921 -1.7229 0.0 0.0 -0.1 0.076
C 0.4132 -5.4823 -0.9402 0.0 0.1 0.0 -0.050
C 0.4336 -4.1410 -0.2737 0.0 0.2 0.2 -0.272
C -0.3296 -3.8848 0.8584 0.2 -0.1 -0.2 -0.025
C -0.3146 -2.6275 1.4307 0.0 -0.1 0.2 -0.198
N 0.3987 -1.6080 0.9472 0.0 -0.2 0.0 -0.032
C 1.1574 -1.8584 -0.1206 0.2 0.0 0.0 -0.150
C 1.2058 -3.0875 -0.7550 -0.1 -0.1 0.1 -0.029
H -0.0816 -6.2171 -0.3082 0.0 -0.1 0.0 0.073
H 1.4226 -5.8272 -1.1637 0.0 0.0 0.0 0.079
H -0.1359 -5.4170 -1.8799 0.0 -0.1 -0.1 0.085
H -0.9493 -4.6595 1.2834 -0.1 -0.1 0.1 0.110
H -0.9089 -2.4284 2.3140 0.0 0.2 -0.1 0.036
H 1.7746 -1.0387 -0.4724 -0.1 0.0 0.0 0.091
H 1.8326 -3.2226 -1.6253 0.1 0.0 -0.1 0.109
```
Positions in Å, forces in eV/Å.

Output
ΔE to the lowest compared entry with this formula, charge and spin	7.13	kJ/mol
spin multiplicity	6
highest occupied orbital energy (alpha / beta)	-4.06 / -4.43	eV
total charge	-1

***

Below is C42H42CdN6O6S as an isolated structure at a distorted geometry, with properties calculated with ωB97M-V/def2-TZVPD.

The geometry in XYZ format:
```
98
Properties=species:S:1:pos:R:3:forces:R:3:lowdin_charge:R:1
Cd 0.6429 -0.5774 0.5948 -0.8 0.5 -0.1 1.433
O -6.0882 -1.1311 4.3976 -1.2 -0.4 -1.6 0.062
N -5.8029 -1.5330 3.2633 -2.3 0.1 0.1 -0.297
O -6.6222 -1.7421 2.3278 1.7 0.3 2.4 0.051
C -4.3956 -1.6917 3.0771 0.2 0.4 0.2 -0.105
C -3.6947 -1.7052 4.2455 -0.5 -0.5 -0.9 0.063
C -2.3220 -1.4878 4.2335 0.9 0.0 -2.1 -0.158
C -1.5841 -1.3609 5.4022 1.9 -0.3 1.2 0.018
C -0.2132 -1.0664 5.3177 -1.3 -0.5 -0.1 0.012
C 0.3963 -0.9826 4.0396 -1.4 -0.4 -0.4 -0.083
N -0.3244 -1.0385 2.9206 -0.9 -0.6 -0.8 0.045
C -1.6793 -1.3148 2.9553 1.0 0.6 0.7 -0.127
C -2.4431 -1.2990 1.6957 1.4 -0.7 0.3 -0.134
N -1.7159 -1.1095 0.5146 -2.6 1.5 0.6 0.057
C -2.4831 -0.6815 -0.5210 1.9 -1.1 0.2 -0.109
C -3.8691 -0.6578 -0.4861 -1.8 0.1 -0.7 -0.032
C -4.5779 -1.0056 0.6500 0.2 -0.4 -0.6 0.026
C -3.8542 -1.4378 1.7900 1.1 1.1 -0.8 -0.070
H -4.2431 -1.8151 5.1588 0.1 0.0 0.3 0.131
H -2.0735 -1.6487 6.3670 0.5 0.7 -0.8 0.139
H 0.4554 -0.9168 6.1553 -0.3 -0.2 0.0 0.087
H 1.4680 -0.8926 3.8811 -0.3 0.3 0.4 0.074
H -1.9215 -0.4003 -1.4263 -0.1 -0.2 0.4 0.088
H -4.4456 -0.4170 -1.4270 0.9 0.0 1.3 0.138
H -5.6678 -0.9624 0.6677 0.5 -0.1 -0.1 0.111
N 2.9712 -1.9185 -1.2414 -0.6 -0.7 0.3 0.129
C 3.3043 -0.6338 -0.8536 0.7 -0.3 -1.6 -0.343
C 4.2146 0.0372 -1.7197 0.3 0.8 0.4 0.005
C 4.9426 1.0676 -1.1434 -0.7 -0.1 1.1 -0.041
C 4.7608 1.3679 0.2477 0.1 -1.2 -0.5 -0.065
C 3.7431 0.7309 0.9088 -0.2 0.7 0.9 -0.127
N 2.8892 -0.1419 0.2977 0.5 -0.6 0.6 0.033
C 2.4534 -2.9444 -0.4067 1.0 -1.5 -0.4 -0.271
C 3.1215 -4.2184 -0.4227 -1.0 1.6 -0.1 0.018
C 2.4610 -5.2866 0.1350 -0.3 0.3 -0.6 -0.055
C 1.1919 -5.0710 0.6302 -1.0 0.4 1.5 -0.063
C 0.6485 -3.7953 0.7725 0.2 -1.6 -0.1 -0.130
N 1.3249 -2.7805 0.2797 -0.2 2.0 -0.9 0.025
H 3.3743 -2.2636 -2.1266 -0.4 0.5 0.9 0.158
H 4.3064 -0.2834 -2.7755 0.1 0.2 0.8 0.130
H 5.6772 1.6702 -1.6357 0.3 -0.1 -0.7 0.100
H 5.4908 1.9012 0.8589 -0.3 0.2 -0.5 0.108
H 3.6267 0.8633 2.0101 -0.4 -0.1 -0.9 0.089
H 4.0780 -4.3237 -0.9003 0.2 0.1 -0.1 0.112
H 2.8711 -6.2770 0.0553 0.1 -0.2 0.3 0.114
H 0.6211 -5.8180 1.1362 -0.1 -0.9 -0.2 0.099
H -0.3772 -3.6846 1.2203 1.4 0.4 -0.4 0.126
C -1.4543 -2.6352 -3.8163 -0.1 -3.3 -1.4 -0.066
C 0.0790 -2.6769 -3.4645 -1.9 2.6 0.7 -0.397
C 0.8085 -3.8925 -3.9399 0.9 -0.6 0.7 -0.095
C 0.5987 -1.3581 -4.0366 0.4 1.9 0.4 -0.151
C 1.1538 -1.2483 -5.3121 -0.8 -0.3 0.2 -0.091
C 1.3379 -0.0130 -5.9433 -0.4 -0.6 1.3 -0.140
C 0.8347 1.1133 -5.3341 0.3 1.6 -0.5 -0.106
C 0.3512 1.1709 -4.0514 -0.3 -1.5 2.7 -0.144
C -0.0363 2.4955 -3.3392 0.7 0.6 -1.0 -0.348
C 1.1246 2.9811 -2.3843 0.1 0.5 -1.3 -0.068
C -1.3552 2.5389 -2.5488 0.0 -0.6 -1.1 -0.091
C 0.3833 -0.0765 -3.2509 0.4 -0.8 -4.5 -0.363
O 0.1239 -0.1349 -2.0426 -0.7 0.0 3.8 -0.163
H -1.9678 -3.6554 -3.6324 0.9 1.2 0.0 0.093
H -1.6441 -2.4921 -4.9096 0.3 0.3 0.8 0.091
H -2.0046 -1.9586 -3.2145 -0.3 1.0 0.3 0.031
H -0.0354 -2.5264 -2.3518 1.1 -0.5 -0.8 0.111
H 0.3782 -4.2660 -4.8720 0.2 -0.1 0.0 0.079
H 0.7590 -4.6774 -3.1625 -0.1 0.0 -0.5 0.072
H 1.8975 -3.6751 -4.0805 -0.8 -0.2 -0.1 0.080
H 1.2500 -2.1384 -5.9387 0.4 0.0 0.3 0.101
H 1.9253 0.0655 -6.8053 0.3 0.0 -1.5 0.065
H 0.8542 2.0685 -5.8837 0.2 -0.4 0.1 0.108
H -0.2477 3.2197 -4.2156 0.8 -0.7 1.3 0.141
H 1.0821 2.4213 -1.4570 0.0 -0.3 0.1 0.035
H 1.0058 4.0519 -2.1303 -0.1 -0.3 -0.1 0.062
H 2.1392 2.8755 -2.8481 -0.9 0.0 0.3 0.081
H -1.2821 2.0692 -1.5727 0.0 0.0 0.1 0.036
H -2.0587 1.9696 -3.1853 -0.2 0.4 0.5 0.084
H -1.6599 3.5914 -2.4612 -0.1 -0.3 0.1 0.072
O 2.9235 0.2495 3.8124 0.6 0.7 0.0 -0.183
C 3.0828 0.2149 5.0750 -0.5 -0.9 -1.0 -0.536
O 2.2784 -0.3400 5.8443 1.2 0.7 0.7 -0.111
H 4.0436 0.6489 5.4230 -0.2 0.1 0.4 0.112
C 1.0848 2.8251 2.8191 -1.2 3.0 -0.5 -0.204
S -0.5406 2.3496 2.1692 0.8 -0.5 -0.4 0.948
O -0.1149 1.7270 0.8272 -0.5 -0.1 0.5 -0.644
C -1.3131 3.9477 1.8213 -1.0 -0.1 -0.4 -0.383
C -2.5586 4.3045 2.4119 2.1 -1.4 0.1 -0.088
C -3.0903 5.5270 2.1276 -0.4 0.4 0.1 -0.099
C -2.4774 6.4253 1.2366 0.9 -1.1 -0.1 -0.052
C -1.2636 6.0545 0.5788 -1.3 -0.7 0.9 -0.032
C -0.7555 4.7494 0.8464 1.3 1.2 -0.1 -0.080
H 1.7539 3.0830 2.0042 -0.2 0.0 -0.5 0.061
H 1.5397 2.0934 3.3831 0.6 -2.1 1.2 -0.011
H 0.9788 3.7366 3.4350 -0.1 -0.4 -0.1 0.076
H -3.0132 3.6311 3.1378 0.0 0.2 -0.2 0.109
H -3.9992 5.7314 2.6955 0.1 0.5 -0.5 0.112
H -2.9934 7.3585 1.0947 0.3 0.4 -0.3 0.097
H -0.7538 6.7499 -0.0962 -0.2 -0.4 0.2 0.108
H 0.2106 4.4034 0.4163 -0.9 0.4 0.0 0.114
```
Positions in Å, forces in eV/Å.

Output
ΔE to the lowest compared entry with this formula, charge and spin	0.00	kJ/mol
highest occupied orbital energy	-5.90	eV
total charge	0